1.
{"formula": "C3H8N4S", "method": "ωB97M-V with the def2-TZVPD basis set", "smiles": "[H]/N=C(\\N)[C@@H](S)/C=N\\N", "charge": 0, "e_above_lowest_ev": 0.887, "orbital_gap_ev": 9.5239, "spin_multiplicity": 1, "symbols": ["H", "N", "C", "N", "C", "S", "C", "N", "N", "H", "H", "H", "H", "H", "H", "H"], "coordinates": [[1.5192, 2.9262, 0.3800], [1.4260, 1.9237, 0.3437], [0.2161, 1.5633, 0.2904], [-0.9076, 2.3799, 0.3860], [-0.1303, 0.0815, 0.1783], [-0.8919, -0.2720, -1.4516], [1.0396, -0.8095, 0.4936], [0.9649, -2.0423, 0.8070], [-0.2951, -2.6086, 0.8577], [-0.7523, 3.3491, 0.2175], [-1.7323, 2.0254, -0.0493], [-0.9597, -0.1527, 0.9014], [0.2121, -0.0505, -2.1936], [1.9966, -0.3446, 0.4904], [-0.8802, -2.3848, 0.0333], [-0.2037, -3.5964, 0.9100]], "atomic_forces_ev_per_a": [[0.1, 0.5, 0.1], [0.2, -0.3, -0.2], [-0.8, -0.2, 0.1], [0.7, -0.6, 0.2], [-0.4, -0.1, 0.7], [0.1, 0.0, -0.2], [-0.7, -0.4, 0.0], [0.0, 0.2, 0.0], [-0.6, 0.8, -0.8], [0.1, 0.6, -0.1], [-0.4, -0.2, -0.2], [0.6, 0.2, -0.6], [-0.1, 0.0, 0.2], [0.6, 0.2, 0.0], [0.4, 0.0, 0.6], [0.2, -0.7, 0.1]]}

---

2.
{"formula": "C11H18N9STl", "method": "ωB97M-V with the def2-TZVPD basis set", "charge": 0, "orbital_gap_ev": 6.9698, "spin_multiplicity": 1, "symbols": ["Tl", "N", "C", "S", "N", "N", "C", "C", "C", "C", "C", "C", "N", "H", "H", "H", "H", "H", "H", "H", "C", "N", "C", "C", "N", "N", "C", "N", "N", "H", "H", "H", "H", "H", "H", "H", "H", "H", "H", "H"], "coordinates": [[0.7748, -0.0286, -2.5999], [4.0925, 3.2868, -1.4670], [3.0147, 2.4637, -1.3956], [3.3380, 0.7988, -1.2424], [1.8475, 3.0674, -1.2880], [0.7500, 2.3289, -1.3587], [-0.3503, 2.8060, -0.8668], [-1.5466, 2.0215, -0.9104], [-2.6959, 2.4248, -0.2062], [-3.7960, 1.5983, -0.1759], [-3.7511, 0.3916, -0.8685], [-2.5981, 0.0883, -1.5732], [-1.5283, 0.8611, -1.5889], [4.9838, 2.8591, -1.6471], [3.9474, 4.2474, -1.7290], [-0.3797, 3.7702, -0.3554], [-2.6864, 3.3689, 0.3177], [-4.6744, 1.8719, 0.3922], [-4.5814, -0.2966, -0.8482], [-2.5153, -0.8302, -2.1400], [0.9312, -1.7858, 3.1097], [0.1778, -1.0043, 2.1478], [0.1091, 0.3980, 2.5090], [0.3032, -1.2837, 0.7888], [0.5142, -0.4368, -0.1264], [0.0927, -2.6202, 0.5001], [0.2451, -3.2574, -0.7095], [0.1450, -4.6320, -0.5866], [0.3949, -2.6348, -1.8036], [0.4936, -1.6389, 4.0969], [1.9796, -1.4668, 3.1451], [0.9094, -2.8474, 2.8779], [-0.3091, 0.4667, 3.5127], [-0.5526, 0.9180, 1.8181], [1.0926, 0.8818, 2.5042], [0.7519, 0.4906, 0.2017], [-0.2613, -3.1869, 1.2562], [0.3697, -5.0517, 0.3013], [0.4382, -5.1720, -1.3842], [0.5307, -3.2357, -2.6084]], "atomic_forces_ev_per_a": [[0.3, 0.0, -0.7], [0.0, 0.3, -0.2], [0.1, -0.5, 0.4], [0.0, -0.4, -0.1], [-0.3, 1.4, -0.1], [-0.3, -0.3, 0.5], [1.3, 0.5, -0.1], [-1.1, -0.7, 0.0], [0.4, 0.0, -0.2], [0.0, -0.3, -0.1], [0.0, 0.1, 0.1], [-0.2, -0.1, 0.1], [-0.1, 0.5, 0.1], [-0.1, 0.0, 0.0], [-0.1, 0.0, 0.0], [0.1, 0.0, -0.2], [0.0, 0.1, 0.1], [0.0, 0.0, 0.0], [-0.1, 0.0, -0.1], [0.0, -0.1, 0.0], [0.1, 0.0, 0.1], [-0.2, -0.1, 0.0], [0.0, 0.0, -0.1], [0.0, 0.5, 0.0], [0.0, -0.1, 0.1], [-0.1, -0.4, 0.5], [0.0, -0.4, -0.4], [-0.1, -0.3, 0.2], [0.0, 0.2, -0.2], [0.0, -0.1, 0.0], [0.0, 0.0, 0.0], [0.0, 0.0, 0.0], [0.0, 0.1, 0.0], [0.0, 0.1, 0.1], [0.0, 0.0, 0.0], [0.1, 0.0, 0.2], [0.0, 0.2, -0.2], [0.1, 0.0, -0.1], [0.0, 0.1, 0.1], [0.0, -0.2, 0.1]]}